{
  "formula": "C8H8N2",
  "method": "wB97M-V/def2-TZVPD",
  "elements": ["C", "C", "C", "C", "C", "C", "C", "C", "N", "N", "H", "H", "H", "H", "H", "H", "H", "H"],
  "coordinates": [[-1.002, -1.428, 0.200], [2.078, 2.261, 0.064], [1.586, 2.207, -1.240], [1.708, 1.482, 1.164], [0.267, 1.680, -1.583], [0.028, -0.001, 0.091], [0.884, 0.360, 1.130], [-2.659, -3.316, 0.361], [-1.751, -2.280, 0.399], [-0.339, 0.714, -0.975], [2.931, 2.765, 0.271], [2.135, 2.633, -2.008], [2.243, 1.692, 2.064], [-0.166, 2.240, -2.531], [0.689, -0.292, 1.974], [-3.445, -3.026, 0.944], [-2.976, -3.403, -0.725], [-2.211, -4.287, 0.400]],
  "forces_ev_per_a": [[1.31, 1.93, 0.95], [-2.05, -2.32, -1.26], [-1.86, -1.35, 2.09], [-0.69, -0.63, -0.78], [1.48, 2.37, -1.59], [-1.88, 0.17, -1.79], [-1.75, -1.30, 0.25], [0.11, -1.34, -3.91], [2.95, 2.42, -1.08], [-0.32, -1.90, 0.98], [2.47, 2.16, 0.14], [0.91, 1.15, -1.39], [0.15, -0.04, 0.69], [0.26, -1.65, 2.02], [0.83, 0.26, 0.53], [-2.23, -0.09, 1.81], [-0.15, 0.67, 1.00], [0.46, -0.51, 1.34]],
  "mulliken_charge": [0.03, -0.30, -0.35, -0.21, 0.06, 0.65, -0.21, -0.64, 0.12, -0.33, 0.44, 0.45, 0.46, 0.38, 0.41, 0.34, 0.35, 0.33],
  "e_homo_ev": -19.389,
  "fmax_ev_per_a": 4.14,
  "total_charge": 2,
  "relative_energy_kcal_mol": 0.0
}